15
Properties=species:S:1:pos:R:3:forces:R:3:mulliken_charge:R:1 method="wB97M-V/def2-TZVPD" gap_ev=8.949 energy_ha=-1124.47420 homo_energy_ev=-8.46 de_lowest_kj_mol=75.84 smiles="S=C1C[C@@H](Cl)CNN1"
C -1.21923 -0.13847 0.25144 -0.03 0.09 0.86 0.140
C -0.29477 -1.34221 0.19138 0.74 1.26 0.45 -0.736
C 0.84097 1.24795 -0.32041 0.05 -0.02 -0.15 0.135
C -0.61994 1.00605 -0.59749 0.02 -0.49 2.38 -0.787
H -1.39303 0.15492 1.33523 0.37 -0.21 -1.39 0.329
H -0.09732 -1.58701 -0.84633 -0.32 -0.43 -0.35 0.379
H -0.61623 -2.16337 0.80392 -0.50 -0.49 -0.13 0.382
H 1.62629 -1.68574 0.67873 -0.22 0.49 0.14 0.276
H 2.37486 0.47912 0.57188 1.40 0.15 0.44 0.253
H -0.68413 0.77503 -1.61063 -0.43 -0.36 -1.86 0.321
H -1.15242 1.90331 -0.37007 -0.32 0.66 -0.21 0.362
N 0.95985 -0.91799 0.82959 0.10 -0.80 0.17 -0.446
N 1.52002 0.20100 0.17583 -0.61 0.62 -0.54 -0.069
S 1.58181 2.68448 -0.72165 -0.24 -0.59 0.29 -0.339
Cl -2.82672 -0.61708 -0.37143 -0.02 0.11 -0.09 -0.200